A 2-piece molecular cluster, C5H11O2 overall in a non-equilibrium geometry, computed with ωB97M-V with the def2-TZVPD basis set.

Results
largest force on an atom	1.1	eV Å⁻¹
frontier orbital gap	7.581	eV
relative energy (zero: lowest compared OMol25 entry of this formula, charge and spin)	0.274	eV
net charge	-1
E	-9459.7552	eV

Cartesian coordinates (Å):
C (-1.1938, 0.8720, 0.8867)
C (-2.3847, 1.7751, 1.2824)
C (-1.5537, -0.3942, 0.0985)
H (-0.5177, 1.4482, 0.2464)
H (-0.5513, 0.5638, 1.7147)
H (-2.4664, 2.5875, 0.5640)
H (-2.2853, 2.1385, 2.3023)
H (-0.6870, -1.0478, 0.0955)
H (-2.4043, -0.9236, 0.5471)
H (-3.2810, 1.1529, 1.2487)
H (-1.8116, -0.1827, -0.9383)
C (3.1095, -0.6052, -1.1766)
C (2.2040, -1.8609, -1.1318)
O (0.9650, -1.6544, -1.1536)
O (2.8116, -2.9463, -1.0395)
H (2.5668, 0.2820, -1.4925)
H (3.9433, -0.7783, -1.8682)
H (3.5366, -0.4267, -0.1858)

Cartesian forces, eV/Å:
C 0.3 0.0 -0.6
C 0.5 -1.0 -0.1
C -0.2 0.1 0.4
H 0.0 0.0 0.1
H -0.4 0.1 0.3
H -0.3 0.2 0.2
H 0.0 0.3 0.0
H 0.0 -0.2 -0.3
H 0.1 0.1 0.1
H -0.2 0.2 0.0
H 0.0 0.1 -0.1
C 0.2 0.0 -0.3
C -0.1 0.1 0.2
O 0.2 0.0 -0.1
O 0.0 -0.1 0.0
H -0.1 0.1 0.0
H -0.1 0.0 0.1
H 0.0 0.0 0.0

---

An isolated ion of composition C5H14N5 and charge +1 in a non-equilibrium geometry, computed with ωB97M-V with the def2-TZVPD basis set.

Results
largest force on an atom	5.6	eV Å⁻¹
frontier orbital gap	7.327	eV
relative energy (zero: lowest compared OMol25 entry of this formula, charge and spin)	7.306	eV
net charge	+1
E	-12848.1235	eV

Cartesian coordinates (Å):
C (-2.3819, -0.2588, 0.6436)
C (-1.8260, 1.1105, -0.0234)
C (2.6071, -0.1682, -0.6155)
C (1.8020, 1.0959, -0.0182)
C (-0.7071, -0.6989, -0.8288)
N (-1.6391, -1.3418, 0.0544)
N (2.6771, -1.1160, 0.4189)
N (0.6828, -0.3858, 1.3967)
N (-0.5391, 0.7199, -0.4292)
N (0.4549, 0.7147, 0.5447)
H (-2.5023, -0.2446, 1.8011)
H (-3.5104, -0.1963, 0.3777)
H (-2.3993, 1.1829, -0.9122)
H (-2.0172, 1.9377, 0.5315)
H (2.0673, -0.4374, -1.5198)
H (3.5540, 0.2913, -0.9265)
H (2.5362, 1.4367, 0.6936)
H (1.7760, 1.8099, -0.8868)
H (0.2905, -1.2357, -0.9030)
H (-1.2628, -0.7542, -1.7391)
H (-2.2901, -1.9586, -0.4018)
H (2.2423, -2.0058, 0.1599)
H (-0.0390, -0.9904, 1.3078)
H (0.4241, 1.4929, 1.2744)

Cartesian forces, eV/Å:
C -3.9 2.4 1.9
C -1.7 -4.7 0.5
C -2.2 0.9 -0.2
C 2.4 -0.2 -2.8
C 0.8 -0.8 -1.6
N -0.3 0.3 2.1
N -2.0 0.6 1.1
N 5.2 1.8 0.4
N 1.2 -1.2 -1.9
N 3.1 1.5 2.5
H 1.1 -0.1 -1.7
H 1.7 -0.7 0.1
H -0.3 0.4 -1.0
H 0.3 2.6 1.8
H 0.2 -0.5 -0.2
H 0.2 -0.2 0.5
H -0.7 0.4 1.0
H -0.8 -0.4 1.2
H -1.4 0.8 0.0
H 0.7 0.7 -1.5
H 0.3 -0.2 -0.3
H 0.1 0.0 -0.1
H -3.0 -3.0 -0.6
H -1.1 -0.6 -1.2

---

The molecule C6H10O in a non-equilibrium geometry, computed with ωB97M-V with the def2-TZVPD basis set.

Results
largest force on an atom	2.6	eV Å⁻¹
frontier orbital gap	8.627	eV
SMILES	C=C(C)[C@@]1(C)CO1
relative energy (zero: lowest compared OMol25 entry of this formula, charge and spin)	3.286	eV
E	-8427.9548	eV

Cartesian coordinates (Å):
C (-1.7889, 0.6651, -0.4870)
C (-0.8071, -0.0490, 0.0926)
C (-1.1856, -1.2749, 0.9014)
C (0.6057, 0.3028, 0.0389)
C (1.6932, -0.5271, 0.6494)
C (0.8581, 1.4223, -1.3824)
O (0.9800, 1.6428, -0.0410)
H (-2.8286, 0.3758, -0.4122)
H (-1.6067, 1.3959, -1.2570)
H (-0.7935, -2.1841, 0.4395)
H (-2.2675, -1.3800, 0.9659)
H (-0.7936, -1.2238, 1.9195)
H (2.2614, -1.0578, -0.1171)
H (2.4063, 0.0880, 1.2087)
H (1.3661, -1.2760, 1.3665)
H (1.6243, 0.9244, -1.9604)
H (0.2765, 2.1556, -1.9252)

Cartesian forces, eV/Å:
C 0.2 -0.7 -0.4
C -1.6 0.2 0.4
C 0.1 0.2 0.1
C 0.1 1.4 -2.2
C 0.5 -0.4 -0.1
C 0.2 -2.0 1.0
O 0.6 1.0 0.9
H 0.0 -0.1 0.4
H 0.2 0.3 0.2
H 0.1 0.0 0.0
H 0.0 0.1 -0.1
H 0.0 0.0 0.0
H 0.1 0.0 0.0
H -0.2 0.3 -0.3
H -0.4 -0.1 -0.2
H 0.7 0.3 0.3
H -0.6 -0.4 0.0

---

A 2-piece molecular cluster, CH2BrFO overall in a non-equilibrium geometry, computed with ωB97M-V with the def2-TZVPD basis set.

Results
largest force on an atom	3.6	eV Å⁻¹
frontier orbital gap	11.975	eV
SMILES	O=CF.Br
relative energy (zero: lowest compared OMol25 entry of this formula, charge and spin)	0.269	eV
E	-75876.5247	eV

Cartesian coordinates (Å):
O (-0.3292, 0.5849, -2.0723)
C (0.3695, 0.6703, -1.1190)
F (0.6109, 1.9548, -0.7019)
H (0.7218, 0.0519, -0.3211)
Br (-0.9037, -0.9894, 1.9187)
H (-0.4694, -2.2726, 2.2956)

Cartesian forces, eV/Å:
O 1.0 -1.4 0.6
C -2.1 2.8 -0.9
F 0.7 -0.2 0.3
H 0.4 -1.1 0.0
Br -0.1 0.3 0.0
H 0.1 -0.3 0.1

---

A 3-piece molecular cluster, C8H17IN4O6P overall in a non-equilibrium geometry, computed with ωB97M-V with the def2-TZVPD basis set.

Results
largest force on an atom	3.5	eV Å⁻¹
frontier orbital gap	7.016	eV
net charge	+1
E	-44199.4631	eV

Cartesian coordinates (Å):
O (-1.7590, 2.8992, -0.8912)
P (-1.4281, 2.1307, -2.0880)
O (-0.8029, 0.6577, -1.7225)
O (-0.2175, 2.9263, -2.8340)
N (-2.7017, 1.9920, -3.2251)
O (-2.4334, 2.5338, -4.4770)
C (-3.9376, 1.4456, -3.1119)
N (-4.8307, 1.4732, -4.1380)
C (-5.9285, 0.8796, -3.6082)
N (-5.6792, 0.4977, -2.3652)
N (-4.4212, 0.8333, -2.0141)
I (-3.8210, 0.3102, -0.1354)
H (-0.7327, 0.1925, -2.5811)
H (0.2546, 3.3216, -2.0735)
H (-2.1376, 1.8006, -5.0502)
H (-6.8465, 0.7809, -4.1940)
H (-6.3429, 0.0328, -1.7516)
C (0.3798, -2.1928, 3.1264)
C (-0.2823, -1.5997, 1.9141)
O (-1.4318, -1.2037, 1.9555)
C (0.5329, -1.5168, 0.6523)
H (-0.3237, -2.1890, 3.9586)
H (0.6764, -3.2227, 2.9217)
H (1.2523, -1.5990, 3.3993)
H (0.8365, -2.5173, 0.3397)
H (1.4121, -0.8941, 0.8193)
H (-0.0706, -1.0700, -0.1371)
C (4.8427, -0.1025, 3.8733)
C (4.4950, -0.8187, 2.5944)
O (3.3480, -1.1109, 2.3255)
C (5.6293, -1.1578, 1.6628)
H (3.9336, 0.0778, 4.4456)
H (5.5181, -0.7159, 4.4718)
H (5.3110, 0.8569, 3.6472)
H (6.3390, -1.8172, 2.1649)
H (6.1319, -0.2444, 1.3403)
H (5.2359, -1.6698, 0.7855)

Cartesian forces, eV/Å:
O -0.9 -0.8 0.1
P 2.6 1.5 1.7
O -1.4 1.1 -1.8
O -1.4 -1.3 -0.1
N 1.1 -0.4 -0.4
O 0.1 -0.1 -0.3
C -0.4 0.1 -0.5
N -0.5 -0.7 1.6
C 1.8 1.0 -1.1
N -2.1 -0.5 -0.5
N -0.1 0.3 -0.3
I 0.5 -0.2 0.4
H 0.4 -0.3 0.6
H -0.1 0.1 -0.4
H -0.2 0.2 0.2
H 0.2 -0.2 0.7
H 0.5 0.1 0.2
C -0.4 0.1 0.2
C -0.1 0.0 0.1
O -0.2 0.1 -0.2
C -0.3 0.2 -0.2
H 0.0 0.0 -0.1
H 0.2 0.1 0.0
H 0.1 -0.2 -0.2
H 0.2 0.1 0.1
H 0.1 -0.2 0.1
H 0.0 0.0 0.1
C -0.3 0.0 0.1
C -0.1 0.0 0.0
O 0.1 0.1 0.0
C -0.3 -0.1 -0.2
H 0.0 0.0 0.0
H 0.1 0.1 -0.1
H 0.2 -0.1 0.1
H 0.1 0.2 0.0
H 0.2 -0.1 0.1
H 0.0 0.0 0.1

---

The molecule C6H15N in a non-equilibrium geometry, computed with ωB97M-V with the def2-TZVPD basis set.

Results
largest force on an atom	3.3	eV Å⁻¹
frontier orbital gap	10.381	eV
SMILES	CC(C)C[C@H](C)N
relative energy (zero: lowest compared OMol25 entry of this formula, charge and spin)	1.309	eV
E	-7954.4571	eV

Cartesian coordinates (Å):
C (1.3284, 1.7641, 0.3800)
C (0.9596, 0.4184, -0.3487)
C (1.7895, 0.1666, -1.6466)
C (-0.5617, 0.2808, -0.5396)
C (-1.2104, -0.3902, 0.7597)
C (-0.6597, -1.7543, 1.1316)
N (-2.5914, -0.6964, 0.1924)
H (1.6061, 1.5937, 1.4012)
H (0.6526, 2.6025, 0.2154)
H (2.2268, 2.1330, -0.1792)
H (1.3022, -0.3202, 0.3666)
H (1.2280, 0.6334, -2.4401)
H (1.8091, -0.9139, -1.8066)
H (2.7799, 0.6610, -1.6635)
H (-0.7305, -0.4572, -1.3142)
H (-0.9779, 1.2809, -0.6494)
H (-1.3323, 0.1774, 1.6630)
H (-0.8112, -1.9623, 2.2036)
H (0.4340, -1.9264, 1.2210)
H (-1.0713, -2.5048, 0.4847)
H (-3.2593, -0.8697, 0.9325)
H (-2.9105, 0.0837, -0.3640)

Cartesian forces, eV/Å:
C 1.2 -0.1 -2.5
C 0.8 1.1 0.6
C -0.9 0.7 0.7
C 1.6 -1.0 2.8
C -1.5 -0.8 -2.8
C 1.6 -0.2 1.5
N 0.6 0.0 0.7
H -0.1 0.2 0.6
H -0.5 -0.3 0.4
H -0.3 -0.2 0.9
H -0.1 -0.4 0.0
H -0.1 0.0 -0.7
H 0.4 0.2 -0.3
H -0.4 -0.7 0.3
H -0.5 0.3 -0.4
H -0.3 -0.2 -0.6
H 0.5 1.0 0.1
H -1.1 -0.2 -0.3
H -0.2 0.7 -1.0
H -0.2 -0.5 -0.1
H -0.1 0.1 0.0
H -0.2 0.1 0.1